233
Properties=species:S:1:pos:R:3:forces:R:3:mulliken_charge:R:1 method="wB97M-V/def2-TZVPD" gap_ev=9.489 lumo_ev=0.483 max_force_ev_per_a=3.7
N 2.2982 1.5385 -5.4851 -0.04 0.28 0.40 -0.367
C 3.0059 1.7145 -6.5970 0.05 -1.10 0.08 -0.550
C 2.6447 2.6238 -7.5663 1.43 -0.43 -1.53 -0.487
C 1.5753 3.4534 -7.3599 0.43 0.29 -0.57 -0.640
C 0.8836 3.2979 -6.2062 -1.59 0.85 1.00 -0.452
C 1.2427 2.3290 -5.2887 0.53 -0.03 -0.45 0.129
H 3.8342 0.9962 -6.7189 -0.32 0.63 -0.12 0.411
H 3.2123 2.6236 -8.5149 -0.31 0.22 0.68 0.350
H 1.3010 4.2370 -8.0468 -0.02 -0.05 -0.29 0.460
H 0.0350 3.9731 -6.0445 0.24 -0.46 0.29 0.255
H 0.7056 2.1976 -4.3767 -0.37 -0.08 0.54 0.398
N 3.9840 3.4281 -0.1462 -0.32 0.15 0.78 0.439
C 2.6994 3.4291 0.2783 0.38 -0.75 0.02 -1.203
C 1.6650 3.8794 -0.5244 0.82 0.37 -0.94 0.706
C 1.9972 4.3812 -1.8036 -2.34 -0.91 0.62 -0.440
C 3.2658 4.3374 -2.2163 2.14 1.16 -1.11 -0.776
C 4.2353 3.9204 -1.3388 1.20 -0.84 -0.04 -0.658
H 2.5821 2.9162 1.2529 -0.39 0.60 -0.55 0.909
H 0.6245 3.8401 -0.3126 -0.41 -0.06 0.72 -0.101
H 1.2042 4.6062 -2.5123 0.01 0.30 0.32 0.093
H 3.6366 4.7236 -3.1665 -0.52 -0.22 -0.02 0.461
H 5.2779 3.8559 -1.6838 -0.35 0.18 0.25 0.297
N 4.4464 3.1134 5.9566 -0.40 0.47 -0.29 -0.568
C 3.3701 3.7122 5.4403 -0.21 -0.21 0.65 -0.303
C 3.2909 4.3045 4.1946 1.12 0.07 0.90 -0.233
C 4.4362 4.4034 3.4198 0.25 -1.96 -0.25 -0.359
C 5.5544 3.6810 3.8655 0.28 0.89 0.70 -0.250
C 5.4967 3.1203 5.1729 1.81 -0.75 -1.35 -0.349
H 2.5268 3.6743 6.1076 -0.48 0.11 -0.08 0.398
H 2.3784 4.7334 3.9211 -1.24 0.61 -0.60 0.543
H 4.3647 4.7340 2.3931 0.23 0.48 0.04 0.435
H 6.5042 3.6857 3.2857 -0.88 -0.24 0.53 0.390
H 6.3677 2.5383 5.5441 -0.47 0.60 -0.26 0.347
N -2.8144 -7.0930 -4.4215 -0.04 0.78 0.30 -0.633
C -1.9406 -6.3458 -5.1089 -0.51 -1.24 -1.35 -0.550
C -1.0104 -5.5055 -4.5558 0.27 0.85 -1.71 -0.507
C -0.9953 -5.3157 -3.2264 0.65 0.27 1.67 0.233
C -1.8819 -6.0248 -2.4775 -1.49 -1.02 0.93 0.321
C -2.8104 -6.8699 -3.1155 0.87 -0.22 0.75 -0.537
H -2.0143 -6.5537 -6.1810 0.38 0.43 0.19 0.374
H -0.3173 -4.8798 -5.0979 -0.02 -0.28 -0.70 0.421
H -0.2508 -4.6515 -2.8072 -0.06 0.07 0.26 0.528
H -1.9170 -6.0042 -1.3915 0.06 0.28 -0.27 -0.153
H -3.4762 -7.4737 -2.4977 -0.05 0.18 -0.19 0.377
N -1.5313 -4.4639 1.9801 -0.12 0.05 -0.44 -0.443
C -0.9035 -3.3818 2.4679 -0.36 0.33 0.37 -0.539
C 0.2844 -2.8917 1.9731 -0.43 -0.22 0.04 0.840
C 0.8716 -3.5588 0.9344 2.09 0.74 0.41 0.771
C 0.3185 -4.6960 0.4800 -1.58 -2.07 -2.49 -0.034
C -0.9625 -5.0832 0.9394 1.38 -0.22 1.01 -1.064
H -1.3520 -2.8565 3.3094 -0.25 -0.34 0.00 0.575
H 0.7953 -2.0429 2.3645 -0.08 0.57 0.48 -0.264
H 1.8667 -3.2313 0.6284 -0.22 -0.08 -0.31 -0.469
H 0.7606 -5.2422 -0.3936 -0.31 0.42 1.03 0.200
H -1.3991 -6.0352 0.5991 -0.05 0.69 0.11 0.647
N 5.9440 -0.6719 0.9583 0.25 0.31 -0.02 -0.225
C 7.2276 -1.1279 1.0734 -2.80 -1.14 0.61 -0.528
C 8.2553 -0.3145 0.9150 2.37 2.72 -0.72 -0.739
C 8.0521 1.0602 0.6783 0.92 -0.43 0.46 -0.464
C 6.7877 1.5497 0.6495 -0.33 0.24 -0.62 -1.102
C 5.7519 0.6298 0.7199 0.39 -0.68 0.60 -0.261
H 7.3708 -2.1619 1.3954 -0.27 0.17 -0.42 0.364
H 9.2878 -0.5957 0.9386 0.27 -0.68 0.22 0.410
H 8.9241 1.7067 0.6081 -0.18 -0.05 -0.11 0.432
H 6.5545 2.5894 0.4781 -0.03 0.10 0.09 0.594
H 4.7588 1.0310 0.6402 -0.45 -0.30 -0.04 0.918
N -4.4685 -3.2649 -2.8453 0.07 1.26 -0.19 -0.184
C -3.4897 -2.8205 -2.0339 0.22 0.07 -1.75 0.461
C -3.2843 -3.2917 -0.7801 0.20 0.11 1.32 1.302
C -4.1268 -4.2573 -0.2670 0.42 -0.25 0.26 -0.950
C -5.0540 -4.7614 -1.1228 -1.94 -0.52 -0.13 -0.934
C -5.2809 -4.1568 -2.3569 0.22 -1.45 0.18 -0.772
H -2.8107 -2.1435 -2.5355 0.17 0.19 0.36 -0.074
H -2.4878 -2.9679 -0.1383 0.31 0.53 -0.06 -0.198
H -3.9922 -4.5930 0.7556 0.04 -0.25 -0.14 0.694
H -5.7290 -5.5792 -0.8918 0.12 0.05 0.42 0.447
H -6.0781 -4.5574 -2.9786 0.06 0.25 -0.13 0.414
N 3.9569 -5.3647 5.6878 -0.77 -0.68 -0.57 -0.590
C 3.2450 -4.3125 5.2960 0.05 0.84 0.21 -0.448
C 1.9978 -4.4308 4.7061 -0.90 -0.04 -0.60 0.278
C 1.4260 -5.6730 4.3858 1.10 1.10 -0.29 -0.369
C 2.1622 -6.7514 4.7579 0.46 -1.04 0.52 -0.459
C 3.3636 -6.5405 5.4127 1.24 -0.22 0.53 -0.298
H 3.7181 -3.3115 5.4347 -0.53 -0.83 0.00 0.432
H 1.4296 -3.5670 4.4240 0.06 0.55 -0.09 0.293
H 0.6153 -5.8070 3.6952 -0.72 0.37 0.24 0.463
H 1.8462 -7.7738 4.5722 0.06 0.15 -0.08 0.400
H 3.9613 -7.3990 5.6917 -0.05 -0.15 0.12 0.374
N -3.5637 0.4032 0.2110 -0.27 0.41 -0.36 1.403
C -4.8436 0.0475 0.3188 -0.02 -0.70 -0.17 -0.370
C -5.8683 0.8681 0.7731 0.50 -0.54 -0.36 -1.248
C -5.4913 2.1411 1.0967 -0.31 1.62 0.13 -0.734
C -4.1860 2.5887 0.9570 0.84 0.53 0.26 -0.942
C -3.2539 1.6847 0.4859 0.64 -0.60 0.20 0.311
H -5.0970 -0.9657 -0.0134 0.25 0.15 0.22 0.233
H -6.8835 0.4869 0.8361 0.13 0.24 0.00 0.467
H -6.2118 2.8891 1.3666 -0.48 0.04 0.42 0.411
H -3.8225 3.6097 1.2538 -0.79 -1.06 -0.44 0.452
H -2.1913 1.9470 0.3475 -0.83 -0.16 0.03 -0.336
N 2.5383 -4.1360 -4.3609 -0.04 1.27 0.31 -0.180
C 2.5965 -5.4272 -4.3684 0.48 -1.87 -0.43 -0.529
C 3.0225 -6.2064 -3.2840 -0.82 0.75 -0.26 -0.547
C 3.3350 -5.5535 -2.1106 0.20 -0.60 0.31 -0.426
C 3.2553 -4.1662 -2.0630 -0.02 -0.90 -0.14 0.311
C 2.8647 -3.5419 -3.2008 -0.55 2.26 -1.30 -0.947
H 2.3606 -5.9147 -5.3157 -0.12 -0.03 0.17 0.372
H 2.9307 -7.2656 -3.3849 0.37 -0.55 0.16 0.437
H 3.6418 -6.1395 -1.2508 -0.02 0.13 0.09 0.351
H 3.4692 -3.5820 -1.2052 0.34 0.21 0.79 0.595
H 2.7884 -2.4368 -3.2497 0.11 -0.72 0.28 0.598
N -0.3953 2.8721 2.0732 -0.16 -0.53 -0.44 0.317
C -0.0216 2.6955 3.3327 1.05 -0.19 0.43 -0.810
C -0.3123 3.5972 4.3470 0.41 -0.70 -0.24 -1.542
C -1.0036 4.7205 4.0232 -0.51 0.48 0.22 -0.769
C -1.4024 4.9152 2.7329 -0.09 0.00 -0.93 -1.433
C -1.1058 3.9445 1.7634 -0.51 1.37 0.75 -0.254
H 0.6560 1.8593 3.5296 -0.46 0.11 0.04 1.141
H 0.0419 3.4743 5.3406 0.29 -0.48 0.65 0.691
H -1.2942 5.4570 4.7512 0.20 0.18 0.34 0.619
H -1.8768 5.8658 2.5621 -0.30 -0.02 -0.76 0.516
H -1.4409 4.0909 0.7406 0.19 -0.12 0.03 0.736
N -5.7228 2.0125 -5.1591 0.01 0.36 0.37 -0.640
C -5.4188 0.7456 -5.3734 0.70 -0.85 -0.13 -0.584
C -5.0809 -0.1767 -4.3756 -0.34 -0.08 0.39 -0.386
C -5.1017 0.2858 -3.0564 0.45 -1.35 -0.87 1.084
C -5.4951 1.5750 -2.8269 0.29 0.26 0.13 -0.024
C -5.7536 2.4099 -3.8837 -0.15 0.23 -0.88 -0.582
H -5.2741 0.4842 -6.4116 -0.35 -0.26 -0.22 0.372
H -4.8414 -1.2393 -4.5605 -0.07 0.89 -0.12 0.343
H -4.7053 -0.3741 -2.2836 -0.44 0.26 0.00 -0.469
H -5.5079 1.9574 -1.8443 0.00 0.45 1.04 0.359
H -5.9156 3.4703 -3.7523 -0.28 0.08 0.24 0.449
N -1.3332 -1.9611 -4.3281 0.09 0.03 0.06 0.903
C -2.2660 -2.3476 -5.1602 -0.40 -0.70 -1.02 -0.148
C -2.0292 -2.6922 -6.5136 -0.65 0.17 0.85 -1.571
C -0.7815 -2.5820 -7.0113 2.33 0.82 0.11 -0.774
C 0.2225 -2.1211 -6.1224 0.76 -0.79 -1.43 -0.736
C -0.0966 -1.8901 -4.8338 -0.16 0.44 1.31 -0.114
H -3.2356 -2.5007 -4.7281 -0.46 0.01 -0.03 0.425
H -2.7769 -3.0663 -7.1706 -0.90 -0.17 -0.06 0.583
H -0.5129 -2.8208 -8.0412 -0.25 -0.01 0.25 0.385
H 1.2971 -2.0600 -6.3452 -0.65 -0.07 -0.37 0.495
H 0.6653 -1.6497 -4.1191 0.40 0.27 0.17 0.347
C 3.0182 -0.3818 -0.9683 -0.35 -0.44 0.20 0.771
C 2.4847 0.5177 -2.0680 0.36 0.27 1.25 -0.456
O 2.4370 -0.1876 -3.2738 -0.10 -0.69 0.48 0.058
H 2.4409 -1.3222 -0.8736 0.36 0.30 -0.34 -0.748
H 2.9533 0.0793 0.0371 0.21 0.06 -0.59 -0.855
H 4.0489 -0.5867 -1.2430 0.19 -0.41 0.38 0.946
H 3.1937 1.3553 -2.1087 -0.23 0.18 -0.28 0.753
H 1.5197 0.8957 -1.7354 -0.22 0.19 -0.37 -0.237
H 2.4917 0.4353 -3.9997 -0.02 0.44 -0.88 0.358
C -5.4963 -2.5464 2.7137 -0.31 -0.19 -0.06 -1.359
C -4.9119 -1.3031 3.3125 0.19 -0.57 -1.41 1.032
O -4.8137 -1.5423 4.6684 -0.39 0.16 2.61 -0.659
H -5.0459 -3.3785 3.2486 0.12 -0.28 -0.06 0.508
H -5.1956 -2.6588 1.6822 -0.56 -0.05 -0.42 0.109
H -6.5851 -2.5861 2.9139 0.42 -0.04 -0.57 0.418
H -5.4606 -0.4154 3.0713 -0.72 0.57 0.12 -0.172
H -3.9284 -1.1046 2.9026 0.52 -0.18 0.13 -0.180
H -5.5360 -2.1389 4.9539 0.48 0.63 -0.28 0.326
C -2.3004 2.2579 -4.2670 -0.60 0.11 0.50 -0.794
C -1.5989 1.6763 -3.0218 -0.86 -0.89 -0.23 1.545
O -0.6821 2.6247 -2.5010 1.06 -0.35 0.87 0.867
H -1.6609 2.2702 -5.1556 0.17 0.37 0.31 0.265
H -2.7031 3.2846 -4.0087 0.51 -1.02 -0.49 0.113
H -3.1609 1.6293 -4.5863 0.54 0.37 0.55 -0.106
H -1.0641 0.7260 -3.2488 -0.31 0.57 -0.13 -0.856
H -2.3532 1.4074 -2.2378 0.41 0.29 -0.57 -0.764
H -0.2081 2.1878 -1.7254 -0.84 0.35 -0.95 -1.141
C -4.5036 3.6143 4.7032 1.08 0.98 -0.62 -0.856
C -4.2698 2.1833 5.0392 -0.12 -0.11 0.26 0.590
O -5.5260 1.5141 5.0891 -0.01 0.45 0.01 -0.651
H -5.1389 4.1686 5.3707 -0.50 -0.17 0.47 0.444
H -4.9244 3.6322 3.7159 -0.36 0.36 -0.58 0.075
H -3.5527 4.1965 4.6713 -0.51 -0.62 -0.05 0.016
H -3.7778 2.1541 6.0115 0.26 -0.46 0.11 0.285
H -3.6562 1.7151 4.2563 0.20 0.13 0.28 -0.150
H -5.3269 0.5817 5.0818 -0.05 -0.69 0.14 0.302
C 3.0937 -0.4427 3.1993 -0.13 0.12 0.33 0.771
C 3.2368 0.6768 4.2222 -0.72 -0.26 0.09 0.190
O 2.0448 0.8828 4.9992 -0.43 -0.11 -0.18 -0.590
H 2.1978 -0.3521 2.5756 0.15 0.49 -0.10 -0.278
H 2.9345 -1.3783 3.7320 0.34 -0.34 0.02 0.021
H 3.9875 -0.4872 2.5666 -0.23 -0.24 0.14 -0.351
H 3.4461 1.6222 3.7224 -0.02 0.06 0.09 -0.613
H 4.0176 0.4804 4.9484 0.53 -0.13 -0.21 0.607
H 1.6272 0.0376 5.2362 0.44 0.29 -0.19 0.264
C -1.3416 -0.2339 4.9297 -0.44 -0.23 -0.96 1.339
C -1.9035 -0.9902 6.0981 0.67 -0.20 0.31 -0.764
O -2.3071 -2.2334 5.5804 0.35 -1.15 0.44 -0.539
H -2.1224 -0.2412 4.1379 0.43 0.61 0.39 -0.646
H -0.5318 -0.8140 4.4812 0.15 -0.11 0.15 -0.955
H -0.9475 0.7396 5.1630 -0.12 0.58 0.01 0.619
H -2.7076 -0.4643 6.6305 0.08 -0.04 -0.22 0.253
H -1.0783 -1.1779 6.8195 -0.59 0.03 -0.14 0.312
H -3.2510 -2.2932 5.4174 -0.21 0.55 -0.06 0.371
C -1.0211 6.3762 -3.2010 -0.23 -0.75 0.09 -0.740
C -1.8365 5.9113 -1.9929 0.68 0.81 0.40 -0.523
O -1.2035 4.9005 -1.2056 -0.27 1.63 0.15 0.903
H -0.7890 5.4748 -3.7987 0.08 0.50 0.02 -0.118
H -0.1117 6.8512 -2.8633 0.41 0.09 -0.06 0.248
H -1.5890 7.0861 -3.8183 0.09 -0.23 0.18 0.439
H -2.7631 5.5335 -2.3637 -1.02 -0.19 -0.09 0.451
H -2.0096 6.7851 -1.3333 -0.12 -0.57 -0.19 0.254
H -1.0683 4.1538 -1.7853 0.09 -1.09 -0.57 -0.468
C -0.5157 -1.0318 -1.1693 0.31 0.53 1.29 0.973
C -0.1440 -0.2350 0.1085 -0.02 -0.63 -0.70 1.369
O -0.2143 1.1502 -0.1517 -0.11 0.83 0.01 2.796
H -1.4597 -0.7089 -1.5764 -0.50 0.04 0.25 -1.232
H -0.5795 -2.0813 -0.8617 0.16 0.06 -0.52 -0.034
H 0.2000 -0.8459 -1.9550 0.48 -0.36 -0.19 -0.590
H 0.8914 -0.4696 0.4045 -0.39 -0.19 0.10 -1.146
H -0.8352 -0.5422 0.9015 0.03 0.24 0.09 0.782
H -0.1992 1.6991 0.6766 0.15 -0.44 -0.16 -1.177
C 0.5737 7.5943 0.7125 0.18 -2.09 0.37 -0.314
C -0.3294 8.6534 1.1396 -0.99 1.39 0.07 -0.544
O -1.0604 8.2629 2.3046 0.49 -0.84 -0.42 -0.446
H -0.0050 6.6673 0.4729 0.59 0.59 0.01 -0.295
H 1.2120 7.3764 1.5778 0.28 -0.21 -0.43 0.267
H 1.1461 7.9178 -0.1504 0.20 -0.13 -0.08 0.415
H -1.0292 8.8630 0.3324 -0.26 0.29 -0.10 0.288
H 0.2678 9.5541 1.3156 -0.24 0.14 0.21 0.379
H -1.3383 9.0297 2.7798 -0.27 0.77 0.35 0.260
C 4.4617 -5.0948 1.9116 -0.48 -0.62 0.24 -1.125
C 4.5863 -3.6065 1.9770 1.94 0.75 -0.17 0.435
O 4.3180 -2.9477 0.7578 -0.27 0.14 -0.23 -0.135
H 4.8057 -5.5104 2.8838 -0.33 0.08 -0.64 0.376
H 5.0108 -5.5562 1.0988 0.47 0.11 -0.10 0.367
H 3.4135 -5.3822 1.7294 0.17 0.07 0.31 0.106
H 5.6226 -3.2955 2.3054 -0.74 -0.53 -0.15 0.277
H 3.9398 -3.2424 2.7349 -0.83 0.37 0.90 -0.324
H 4.6782 -2.0297 0.8377 -0.03 -0.50 -0.15 0.348